A cluster of 8 separate species, C20H44N12O4 in total in a non-equilibrium geometry, computed with the ωB97M-V functional and the def2-TZVPD basis.

XYZ file:
```
80
Properties=species:S:1:pos:R:3:lowdin_charge:R:1
N -2.24 -4.73 -2.49 0.127
C -0.96 -5.28 -2.75 -0.626
N -0.57 -5.13 -4.12 0.124
O -0.30 -5.87 -1.95 0.051
H -2.48 -4.56 -1.52 0.093
H -2.58 -3.95 -3.04 0.068
H -1.32 -4.71 -4.67 0.046
H -0.10 -5.87 -4.63 0.091
N 0.10 -2.59 -6.83 0.130
C -0.88 -2.10 -5.84 -0.505
N -0.52 -0.87 -5.16 0.125
O -1.92 -2.69 -5.49 -0.007
H -0.03 -3.47 -7.25 0.066
H 1.07 -2.44 -6.63 0.071
H -1.20 -0.39 -4.60 0.077
H 0.16 -0.31 -5.66 0.080
N 1.32 5.01 1.24 0.128
C 0.14 5.88 1.27 -0.562
N -1.09 5.24 1.67 0.111
O 0.08 7.07 1.08 0.030
H 2.30 5.24 1.09 0.088
H 1.09 4.03 1.30 0.037
H -1.09 4.53 2.40 0.064
H -1.92 5.81 1.56 0.085
N -4.07 3.79 0.84 0.143
C -4.96 2.73 0.59 -0.622
N -4.54 1.75 -0.39 0.117
O -6.11 2.68 1.02 0.015
H -4.38 4.42 1.54 0.085
H -3.07 3.65 0.59 0.048
H -3.76 2.00 -0.98 0.031
H -5.19 1.03 -0.65 0.090
C 4.76 1.51 -1.84 -0.111
C 5.31 1.68 -0.45 -0.253
C 4.57 0.87 0.67 -0.155
C 3.13 1.23 0.73 -0.193
N 2.01 1.48 0.77 0.176
H 4.68 0.42 -2.01 0.086
H 5.40 1.88 -2.61 0.066
H 3.78 1.96 -1.92 0.064
H 5.38 2.71 -0.13 0.105
H 6.32 1.25 -0.47 0.115
H 5.02 1.08 1.64 0.123
H 4.58 -0.19 0.45 0.107
C 3.17 -4.24 2.16 -0.097
C 1.83 -3.60 2.63 -0.259
C 1.88 -2.10 2.61 -0.211
C 3.03 -1.58 3.34 -0.246
N 3.86 -1.17 4.04 0.153
H 3.99 -3.88 2.79 0.064
H 3.40 -4.11 1.08 0.080
H 3.06 -5.33 2.32 0.075
H 1.63 -3.93 3.67 0.118
H 0.96 -4.04 2.12 0.111
H 0.97 -1.60 3.00 0.124
H 1.98 -1.78 1.56 0.097
C -1.29 1.40 4.39 -0.085
C -2.09 1.74 3.11 -0.277
C -3.25 0.78 3.00 -0.210
C -4.31 0.98 4.01 -0.223
N -5.13 1.08 4.81 0.144
H -0.48 2.11 4.55 0.069
H -0.86 0.39 4.18 0.073
H -1.89 1.32 5.29 0.069
H -1.45 1.69 2.20 0.101
H -2.55 2.73 3.13 0.085
H -2.87 -0.23 3.20 0.110
H -3.77 0.80 2.01 0.103
C -1.23 -1.40 -0.54 -0.083
C 0.14 -0.69 -0.71 -0.262
C 0.07 0.48 -1.69 -0.178
C -0.82 1.58 -1.21 -0.177
N -1.48 2.45 -0.80 0.164
H -1.47 -1.95 -1.49 0.073
H -2.01 -0.75 -0.13 0.066
H -1.17 -2.18 0.22 0.061
H 0.93 -1.41 -1.03 0.119
H 0.56 -0.38 0.24 0.046
H -0.32 0.18 -2.66 0.085
H 1.05 0.91 -1.79 0.090
```

Properties
Electronic energy ... -1746.576259 Ha
Highest occupied orbital energy ... -9.649 eV
Energy relative to the best compared isomer or geometry (same formula, charge and spin) ... 49.7 kcal per mole
LUMO level ... -0.006 Ha

=====

The ion C6H5O2S with charge -1 in a non-equilibrium geometry, computed with the ωB97M-V functional and the def2-TZVPD basis.

XYZ file:
```
14
Properties=species:S:1:pos:R:3:lowdin_spin:R:1
C -1.07 -1.00 0.70 0.041
C 0.06 -1.80 0.64 0.432
C -1.36 0.13 0.05 0.283
C -1.60 1.29 -0.44 0.097
C 1.51 0.96 0.14 0.052
C 1.25 -0.06 -1.01 0.622
O 2.04 2.00 -0.26 0.072
O 1.23 0.58 1.28 0.027
S 1.23 -1.71 -0.56 0.289
H -1.70 -1.31 1.47 -0.006
H 0.07 -2.71 1.35 0.015
H -1.90 1.42 -1.53 0.020
H -1.12 2.09 0.24 0.028
H 1.37 0.12 -2.08 0.027
```

Properties
Electronic energy ... -780.178972 Ha
Multiplicity ... 3
Highest occupied orbital energy (alpha / beta) ... -2.458 / -4.293 eV
Energy relative to the best compared isomer or geometry (same formula, charge and spin) ... 0.0 kcal per mole
LUMO level (alpha / beta) ... 0.124 / 0.115 Ha
Net charge ... -1

=====

A structure of composition C3H11N5 in a non-equilibrium geometry, computed with the ωB97M-V functional and the def2-TZVPD basis.

XYZ file:
```
19
Properties=species:S:1:pos:R:3:lowdin_charge:R:1
C -1.34 -0.67 1.04 -0.137
C 0.25 0.97 -0.10 -0.363
C 1.05 -1.41 -0.73 -0.137
H -1.92 -0.02 1.68 0.036
H -0.36 -0.96 1.65 0.113
H -2.02 -1.74 0.90 0.142
H -2.35 0.34 -1.82 0.152
H -3.07 0.55 0.04 0.184
H -0.11 3.00 0.13 0.074
H 1.91 -2.20 -0.50 0.088
H 1.10 -1.45 -2.01 0.126
H -0.05 -1.95 -0.27 0.107
H 2.97 0.61 1.20 0.158
H 2.58 1.33 -0.38 0.035
N -0.98 0.11 -0.22 -0.321
N -2.05 0.93 -0.77 -0.057
N 0.69 2.25 0.07 0.071
N 1.16 -0.12 -0.01 -0.247
N 2.54 0.42 0.11 -0.024
```

Properties
Electronic energy ... -394.384453 Ha
Highest occupied orbital energy ... -8.716 eV
Energy relative to the best compared isomer or geometry (same formula, charge and spin) ... 189.0 kcal per mole
LUMO level ... 0.021 Ha

=====

A structure of composition C21H57GaI2N9O4P2S in a non-equilibrium geometry, computed with the ωB97M-V functional and the def2-TZVPD basis.

XYZ file:
```
97
Properties=species:S:1:pos:R:3:lowdin_charge:R:1
C -3.38 2.85 6.17 -0.208
C -3.54 3.72 4.93 -0.907
I -1.83 5.01 4.75 0.752
C -3.94 2.88 3.69 -0.858
I -3.45 3.86 1.85 0.721
Ga -3.30 0.94 3.58 0.294
C -4.21 -0.27 4.91 -0.293
C -5.72 -0.23 4.65 -0.327
C -6.51 -1.00 5.71 -0.198
C -8.03 -1.16 5.44 -0.191
N -8.46 -0.85 4.06 0.016
C -9.45 0.12 3.89 -0.575
N -10.55 0.00 3.25 0.090
N -9.13 1.35 4.50 0.111
S -0.95 0.70 3.67 0.466
C -0.42 0.05 2.10 -0.223
O -0.55 -0.29 4.69 -0.462
O -0.25 1.99 3.81 -0.498
H -3.26 3.50 7.04 0.060
H -4.29 2.27 6.34 0.071
H -2.49 2.22 6.12 0.070
H -4.34 4.43 5.12 0.050
H -5.03 2.84 3.71 0.006
H -3.72 0.40 2.13 -0.025
H -3.98 -0.01 5.95 0.043
H -3.84 -1.29 4.75 0.053
H -5.92 -0.62 3.65 0.095
H -6.05 0.82 4.69 0.077
H -6.07 -1.99 5.85 0.102
H -6.38 -0.48 6.66 0.105
H -8.60 -0.55 6.14 0.104
H -8.32 -2.19 5.64 0.105
H -8.73 -1.69 3.57 0.114
H -10.64 -0.94 2.88 0.021
H -9.52 2.09 3.94 0.086
H -8.12 1.48 4.48 0.071
H 0.67 -0.04 2.14 0.058
H -0.91 -0.91 1.92 0.053
H -0.68 0.77 1.32 0.034
O -0.63 0.71 -1.46 -0.271
P 0.01 1.65 -2.40 0.569
N -0.96 3.01 -2.56 -0.305
C -1.67 3.54 -3.69 -0.116
C -1.27 3.67 -1.28 -0.134
N 0.17 0.72 -3.84 -0.296
C -0.03 1.23 -5.17 -0.150
C -0.24 -0.68 -3.75 -0.134
N 1.52 2.32 -2.42 -0.306
C 1.81 3.73 -2.64 -0.104
C 2.66 1.43 -2.50 -0.111
H -1.41 4.60 -3.87 0.084
H -2.76 3.49 -3.54 0.088
H -1.45 3.01 -4.61 0.032
H -0.39 4.16 -0.86 0.072
H -1.63 2.95 -0.54 0.028
H -2.04 4.43 -1.41 0.078
H -1.09 1.29 -5.45 0.074
H 0.45 0.56 -5.90 0.078
H 0.43 2.21 -5.30 0.077
H -1.33 -0.81 -3.84 0.084
H 0.07 -1.12 -2.81 0.066
H 0.25 -1.23 -4.56 0.076
H 1.73 4.00 -3.70 0.078
H 2.84 3.93 -2.33 0.080
H 1.18 4.38 -2.06 0.057
H 2.98 1.27 -3.54 0.083
H 2.42 0.45 -2.07 0.078
H 3.51 1.83 -1.94 0.079
O 5.19 -1.45 -3.62 -0.285
P 5.99 -2.62 -3.21 0.557
N 5.23 -3.36 -1.91 -0.308
C 5.64 -3.54 -0.53 -0.108
C 3.83 -3.72 -2.17 -0.111
N 7.52 -1.94 -2.82 -0.298
C 8.36 -2.35 -1.71 -0.145
C 7.68 -0.51 -3.08 -0.132
N 6.54 -3.93 -4.05 -0.309
C 6.43 -5.32 -3.62 -0.102
C 7.46 -3.70 -5.16 -0.116
H 5.58 -4.60 -0.24 0.086
H 5.00 -2.97 0.15 0.092
H 6.66 -3.23 -0.36 0.034
H 3.74 -4.55 -2.88 0.066
H 3.28 -2.87 -2.58 0.074
H 3.35 -4.02 -1.24 0.086
H 8.04 -1.92 -0.76 0.077
H 9.38 -2.02 -1.89 0.079
H 8.39 -3.44 -1.62 0.077
H 7.25 0.11 -2.28 0.086
H 7.20 -0.23 -4.01 0.067
H 8.74 -0.29 -3.16 0.077
H 7.16 -5.56 -2.84 0.081
H 6.62 -5.97 -4.47 0.080
H 5.44 -5.56 -3.25 0.057
H 8.50 -3.77 -4.84 0.082
H 7.30 -2.72 -5.59 0.079
H 7.29 -4.44 -5.95 0.078
```

Properties
Electronic energy ... -5229.256148 Ha
Highest occupied orbital energy ... -5.103 eV
LUMO level ... 0.067 Ha
Net charge ... -1